Entry 1:
This record from the OMol25 dataset describes a 2-piece molecular cluster, C6H10N4S overall. The level of theory is ωB97M-V/def2-TZVPD.

Properties
Highest occupied orbital energy (eV): -8.50
Energy above the lowest of the compared OMol25 structures with the same formula, charge and spin (kcal per mole): 103.0
Total charge: 0
Largest force on an atom (eV Å⁻¹): 4.06
LUMO level (Eh): 0.0131
HOMO-LUMO gap (hartree): 0.32538

Atoms and positions in Å:
N -2.33129 0.95648 -0.55667
N -1.07733 0.89507 -1.08705
C -0.16241 1.55260 -0.50623
C 1.11088 1.33193 -1.14426
C 1.28867 0.13243 -1.96500
S 2.87442 0.17926 -2.48340
N 3.21350 1.57595 -1.71956
N 2.23820 2.01822 -1.03179
H -2.34844 1.34673 0.36846
H -2.98491 0.24541 -0.78966
H -0.33603 1.96581 0.56842
H 0.50618 -0.72224 -2.02639
C -1.43284 -0.73165 1.82586
C -0.16229 -0.81403 1.56686
C 0.67246 -1.84193 0.91572
H -1.94113 0.14832 2.31788
H -2.11058 -1.61007 1.43282
H 0.39661 -0.01285 2.10205
H 0.17019 -2.19534 -0.01325
H 0.72995 -2.83126 1.56095
H 1.68619 -1.58883 0.66424

Here are the Löwdin charges for atoms 1 to 2, given in e: number 1, N, carries 0.03; number 2, N, carries -0.05

---

Entry 2:
This record from the OMol25 dataset describes C5H11CuO3 as an isolated structure. The level of theory is ωB97M-V/def2-TZVPD.

Properties
Highest occupied orbital energy (spin up / spin down) (eV): -4.51 / -7.68
<S²>: 2.009
Multiplicity: 3
Energy above the lowest of the compared OMol25 structures with the same formula, charge and spin (kcal per mole): 0.1
Total charge: 0
Largest force on an atom (eV Å⁻¹): 1.93
LUMO level (spin up / spin down) (Eh): 0.0241 / -0.0622
HOMO-LUMO gap (spin up / spin down) (hartree): 0.18988 / 0.22011

Atoms and positions in Å:
O 1.23272 -2.70504 -1.28165
C 1.51629 -2.56673 0.04194
C 0.34062 -2.05613 0.88027
O -0.19570 -0.83086 0.36243
C -0.38037 0.29553 1.19775
C -0.18695 1.52644 0.34513
O -0.90171 1.33859 -0.87491
C -1.04089 2.52056 -1.65486
Cu -0.65903 -0.57512 -1.54472
H 2.37917 -1.87865 0.23486
H 1.79703 -3.52210 0.55754
H 0.62299 -1.88704 1.93277
H -0.50225 -2.75336 0.76895
H 0.33334 0.31236 2.03104
H -1.40884 0.24423 1.58607
H 0.87733 1.68630 0.11355
H -0.57596 2.40736 0.87526
H -1.51152 2.23631 -2.60176
H -1.68025 3.23774 -1.12312
H -0.05601 2.96962 -1.84653

Here are the Löwdin charges for atoms 1 to 2, given in e: number 1, O, carries -0.04; number 2, C, carries -0.32

---

Entry 3:
This record from the OMol25 dataset describes a 2-piece molecular cluster, C4H7ClO overall. The level of theory is ωB97M-V/def2-TZVPD.

Properties
Highest occupied orbital energy (spin up / spin down) (eV): -4.09 / -10.25
<S²>: 2.007
Multiplicity: 3
Energy above the lowest of the compared OMol25 structures with the same formula, charge and spin (kcal per mole): 60.3
Total charge: 0
Largest force on an atom (eV Å⁻¹): 11.54
LUMO level (spin up / spin down) (Eh): 0.0309 / -0.0547
HOMO-LUMO gap (spin up / spin down) (hartree): 0.18117 / 0.32218

Atoms and positions in Å:
C 0.87704 -1.12089 0.66656
C -0.46809 -1.78714 0.29522
C 0.18486 -0.53988 -0.24249
C 0.73283 1.41873 -1.63136
O -0.07720 0.44893 -1.08787
Cl -2.39657 1.16261 2.13584
H 1.72781 -1.41339 1.30642
H -1.66464 0.86086 3.21602
H -0.46944 -2.59259 -0.44385
H -1.33502 -1.60981 0.94235
H 0.03047 2.13883 -1.91432
H 1.41386 1.10289 -2.34863
H 1.44409 1.93084 -0.89392

Here are the Löwdin charges for atoms 1 to 2, given in e: number 1, C, carries -0.04; number 2, C, carries -0.02